Record 1
The following is a DFT calculation (ωB97M-V/def2-TZVPD) of 9 unconnected molecules or ions with the total composition C22H64N2O9 in a non-equilibrium geometry.

Output
- Gap between HOMO and LUMO: 9.85 eV
- Energy: -45256.0634 eV
- Structure (SMILES): COC[C@H](C)N.COC[C@H](C)N.CCO.CCO.CCO.CCO.CCO.CCO.CCO
- Relative energy (zero: lowest compared OMol25 entry of this formula, charge and spin): 1.611 eV
- Max |F|: 2.603 eV/Å

Structure (ORCA input):
```
! wB97M-V def2-TZVPD RIJCOSX def2/J DEFGRID3
* xyz 0 1
C 0.356 -3.408 -2.083
O 0.421 -2.705 -3.305
C 1.659 -1.990 -3.540
C 1.462 -1.207 -4.876
C 2.828 -0.627 -5.238
N 0.446 -0.106 -4.754
H -0.694 -3.777 -2.027
H 0.428 -2.712 -1.204
H 1.176 -4.116 -2.045
H 1.842 -1.259 -2.760
H 2.504 -2.683 -3.665
H 1.076 -1.829 -5.661
H 3.434 -0.185 -4.446
H 2.781 0.086 -6.047
H 3.434 -1.460 -5.601
H 0.458 0.140 -3.771
H -0.498 -0.498 -4.805
C -1.715 0.493 4.275
O -0.291 0.492 4.546
C 0.280 -0.756 4.579
C 1.807 -0.697 4.711
C 2.296 -0.055 3.421
N 2.158 -2.108 4.810
H -1.931 -0.087 3.375
H -2.056 1.538 4.208
H -2.326 0.069 5.123
H -0.136 -1.254 5.420
H 0.037 -1.279 3.647
H 1.957 -0.070 5.570
H 2.304 -0.818 2.625
H 3.310 0.374 3.619
H 1.656 0.735 3.033
H 3.171 -2.317 4.698
H 2.040 -2.457 5.788
C -3.998 -0.558 0.577
C -3.253 -1.864 0.424
O -2.729 -2.283 1.663
H -3.377 0.157 1.103
H -4.863 -0.754 1.193
H -4.334 -0.192 -0.400
H -2.503 -1.822 -0.359
H -3.938 -2.687 0.189
H -2.341 -1.486 2.008
C 2.748 3.745 2.980
C 2.308 3.235 4.387
O 0.895 3.069 4.280
H 2.166 4.617 2.746
H 2.502 2.945 2.250
H 3.825 4.014 2.860
H 2.450 4.004 5.111
H 2.845 2.338 4.761
H 0.619 2.133 4.181
C 1.134 3.528 -5.512
C 0.825 3.901 -4.081
O 1.824 3.551 -3.082
H 1.925 4.092 -5.953
H 0.288 3.788 -6.096
H 1.374 2.457 -5.568
H -0.043 3.472 -3.610
H 0.741 4.971 -3.957
H 2.574 3.981 -3.411
C 0.357 0.133 0.228
C 0.601 1.404 -0.481
O 0.835 1.081 -1.859
H -0.487 -0.368 -0.218
H 0.054 0.425 1.259
H 1.242 -0.455 0.187
H 1.429 1.935 -0.004
H -0.266 2.075 -0.390
H 1.395 1.853 -2.193
C -0.639 -5.239 1.313
C 0.066 -4.018 1.871
O 1.478 -4.179 1.768
H -0.357 -5.294 0.195
H -1.711 -5.086 1.388
H -0.333 -6.154 1.867
H -0.189 -3.834 2.916
H -0.154 -3.097 1.285
H 1.834 -3.596 2.429
C -2.399 3.616 1.113
C -0.951 3.879 1.594
O -0.924 4.979 2.535
H -2.997 3.257 1.985
H -2.398 2.896 0.269
H -2.849 4.554 0.783
H -0.407 4.067 0.669
H -0.526 2.976 2.086
H -0.326 4.774 3.244
C -3.811 -2.556 -3.590
C -2.612 -1.681 -3.792
O -1.871 -1.306 -2.631
H -4.445 -2.460 -4.461
H -4.420 -2.113 -2.831
H -3.660 -3.619 -3.308
H -2.969 -0.730 -4.254
H -1.962 -2.252 -4.522
H -0.968 -1.689 -2.747
*
```

Record 2
The following is a DFT calculation (ωB97M-V/def2-TZVPD) of a molecular structure, C22H65AsBBrF4NO12S9 in a non-equilibrium geometry.

Output
- Gap between HOMO and LUMO: 6.46 eV
- Energy: -289868.1338 eV
- Max |F|: 3.308 eV/Å

Structure (ORCA input):
```
! wB97M-V def2-TZVPD RIJCOSX def2/J DEFGRID3
* xyz -1 1
N 0.909 -0.097 5.690
C 2.118 0.624 5.233
C 3.363 -0.175 5.553
As 4.715 -0.283 4.058
Br 5.676 1.912 4.848
O 6.041 -0.360 2.690
B 7.200 -0.972 2.934
O 8.074 -0.645 3.980
O 7.623 -1.956 2.056
C 3.870 -2.033 3.332
F 4.121 -2.151 1.985
F 4.380 -3.155 3.928
C 2.359 -2.115 3.440
F 1.894 -3.261 2.846
F 1.822 -1.078 2.729
H 0.136 0.548 5.737
H 1.110 -0.444 6.613
H 2.201 1.607 5.677
H 2.033 0.773 4.163
H 3.098 -1.167 5.900
H 3.885 0.303 6.366
H 5.658 -1.081 4.991
H 3.873 0.527 3.069
H 8.093 -1.348 4.621
H 8.526 -2.164 2.273
H 1.976 -2.105 4.447
C 0.370 -6.682 -0.892
S -0.489 -6.240 0.618
O -1.930 -6.057 0.255
C 0.191 -4.595 0.777
H 0.041 -7.680 -1.177
H 0.118 -5.966 -1.670
H 1.443 -6.677 -0.712
H -0.025 -3.993 -0.097
H 1.269 -4.648 0.918
H -0.260 -4.140 1.655
C 1.228 -1.708 -2.192
S 0.819 -3.416 -2.490
O 2.051 -4.194 -2.172
C 0.695 -3.358 -4.278
H 1.389 -1.610 -1.120
H 2.141 -1.457 -2.728
H 0.413 -1.058 -2.508
H 1.638 -3.008 -4.695
H -0.117 -2.688 -4.557
H 0.481 -4.368 -4.624
C -5.335 -2.062 -1.799
S -3.857 -2.818 -1.115
O -2.723 -2.313 -1.937
C -4.195 -4.494 -1.645
H -5.275 -0.994 -1.606
H -5.377 -2.238 -2.874
H -6.218 -2.473 -1.311
H -4.299 -4.514 -2.731
H -5.107 -4.844 -1.162
H -3.354 -5.109 -1.325
C -3.674 4.036 6.065
S -3.118 2.365 6.408
O -1.698 2.449 6.836
C -3.117 1.821 4.701
H -3.700 4.577 7.009
H -2.975 4.516 5.381
H -4.673 3.992 5.630
H -2.452 2.456 4.117
H -4.135 1.866 4.313
H -2.754 0.795 4.679
C 1.195 2.786 -5.277
S 2.304 1.379 -5.304
O 1.548 0.209 -4.780
C 3.379 1.955 -3.987
H 0.412 2.613 -6.012
H 0.755 2.884 -4.285
H 1.745 3.688 -5.545
H 2.804 2.114 -3.076
H 3.859 2.883 -4.299
H 4.137 1.197 -3.807
C 3.441 3.726 -8.697
S 2.800 5.394 -8.514
O 1.834 5.368 -7.386
C 1.836 5.386 -10.029
H 4.047 3.498 -7.823
H 2.614 3.019 -8.763
H 4.060 3.676 -9.592
H 1.117 4.567 -9.998
H 2.506 5.278 -10.882
H 1.311 6.336 -10.093
C -5.373 3.342 -3.413
S -5.043 1.809 -2.537
O -6.356 1.273 -2.093
C -4.281 2.573 -1.102
H -5.894 3.089 -4.334
H -6.001 3.985 -2.797
H -4.429 3.833 -3.647
H -4.985 3.267 -0.643
H -3.372 3.089 -1.408
H -4.030 1.779 -0.402
C -6.980 -0.181 3.838
S -7.274 1.527 3.369
O -6.350 2.356 4.187
C -8.894 1.661 4.131
H -5.985 -0.452 3.492
H -7.033 -0.273 4.922
H -7.720 -0.820 3.358
H -8.813 1.438 5.195
H -9.580 0.969 3.643
H -9.241 2.682 3.992
C 5.264 -0.649 0.443
S 4.024 0.376 -0.348
O 4.635 1.714 -0.602
C 2.974 0.532 1.099
H 6.051 -0.838 -0.283
H 5.671 -0.125 1.307
H 4.815 -1.594 0.751
H 3.546 0.973 1.914
H 2.604 -0.453 1.385
H 2.139 1.180 0.836
*
```

Record 3
The following is a DFT calculation (ωB97M-V/def2-TZVPD) of 11 unconnected molecules or ions with the total composition C22H66N3O16 in a non-equilibrium geometry.

Output
- Gap between HOMO and LUMO: 7.41 eV
- Energy: -61110.9260 eV
- Max |F|: 2.271 eV/Å

Structure (ORCA input):
```
! wB97M-V def2-TZVPD RIJCOSX def2/J DEFGRID3
* xyz -1 1
C -1.869 2.998 0.329
C -1.299 2.915 1.786
O -1.814 3.599 2.681
O -0.308 2.170 2.030
H -1.293 3.805 -0.126
H -2.937 3.187 0.222
H -1.663 2.069 -0.202
O -3.140 6.020 1.456
H -2.723 6.863 1.630
H -2.445 5.376 1.590
O 1.124 2.767 4.182
H 0.743 2.429 3.373
H 1.824 3.352 3.892
O -4.977 4.097 2.872
H -4.552 3.243 2.945
H -4.659 4.589 3.630
O -2.492 2.403 -2.915
H -1.686 1.920 -3.097
H -2.860 2.590 -3.778
O -4.035 1.256 2.355
H -4.672 1.419 1.659
H -3.226 1.657 2.038
O -1.119 0.784 4.437
H -1.547 -0.061 4.299
H -0.848 1.062 3.562
C 0.727 0.510 -1.095
O 1.504 -0.075 -2.134
C 1.816 -1.393 -1.717
C 2.580 -2.021 -2.831
N 3.963 -1.617 -2.761
C 4.758 -2.125 -3.851
C 6.128 -1.478 -3.868
O 6.135 -0.073 -3.886
C 5.971 0.508 -5.211
H 1.188 0.446 -0.109
H -0.212 -0.033 -0.994
H 0.500 1.559 -1.284
H 0.890 -1.964 -1.646
H 2.332 -1.478 -0.760
H 2.206 -1.761 -3.821
H 2.608 -3.106 -2.725
H 3.997 -0.613 -2.867
H 4.270 -2.036 -4.821
H 4.951 -3.194 -3.762
H 6.812 -1.871 -4.620
H 6.530 -1.731 -2.887
H 4.981 0.451 -5.663
H 6.767 0.077 -5.819
H 6.085 1.584 -5.077
C -2.021 -1.817 0.345
O -2.986 -1.940 -0.718
C -3.023 -0.876 -1.702
C -3.892 -1.411 -2.916
N -3.132 -2.398 -3.681
C -4.038 -3.147 -4.560
C -3.386 -4.480 -4.979
O -3.057 -5.282 -3.802
C -2.396 -6.430 -4.251
H -0.997 -1.914 -0.014
H -2.228 -2.542 1.132
H -2.097 -0.774 0.652
H -2.015 -0.647 -2.049
H -3.418 0.086 -1.376
H -4.102 -0.609 -3.624
H -4.904 -1.664 -2.600
H -2.815 -3.137 -3.069
H -4.424 -2.516 -5.360
H -4.936 -3.443 -4.017
H -2.463 -4.305 -5.532
H -4.151 -5.012 -5.545
H -2.274 -7.062 -3.371
H -1.384 -6.272 -4.624
H -2.973 -6.918 -5.036
C 1.080 -1.806 2.340
O 2.107 -1.468 3.289
C 2.598 -0.156 3.297
C 2.816 0.266 4.748
N 3.985 -0.525 5.215
C 4.239 -0.447 6.663
C 5.186 -1.570 7.161
O 5.128 -1.828 8.546
C 5.947 -2.933 8.915
H 0.106 -1.454 2.679
H 1.002 -2.880 2.172
H 1.228 -1.408 1.336
H 2.009 0.582 2.752
H 3.554 -0.227 2.778
H 1.885 0.022 5.258
H 3.021 1.336 4.775
H 3.848 -1.477 4.907
H 3.312 -0.652 7.199
H 4.536 0.589 6.826
H 6.210 -1.441 6.810
H 4.860 -2.503 6.701
H 7.026 -2.794 8.836
H 5.592 -3.775 8.320
H 5.653 -3.208 9.927
C -4.043 5.419 -2.525
C -5.484 5.419 -3.307
O -6.443 5.906 -2.361
O -4.013 4.441 -1.477
H -3.793 6.400 -2.120
H -3.149 5.269 -3.130
H -5.732 4.408 -3.630
H -5.466 5.950 -4.259
H -7.181 6.312 -2.822
H -3.528 3.665 -1.765
*
```

Record 4
The following is a DFT calculation (ωB97M-V/def2-TZVPD) of 11 unconnected molecules or ions with the total composition C22H66N4O18 in a non-equilibrium geometry.

Output
- Gap between HOMO and LUMO: 9.71 eV
- Energy: -66698.4560 eV
- Structure (SMILES): NC(N)=O.NC(N)=O.CC(C)O.CC(C)O.OCCO.OCCO.OCCO.OCCO.OCCO.OCCO.OCCO
- Relative energy (zero: lowest compared OMol25 entry of this formula, charge and spin): 0.000 eV
- Max |F|: 3.068 eV/Å

Structure (ORCA input):
```
! wB97M-V def2-TZVPD RIJCOSX def2/J DEFGRID3
* xyz 0 1
N -13.541 -1.600 18.541
C -13.988 -1.222 17.314
N -13.461 -1.979 16.213
O -14.768 -0.296 17.258
H -13.152 -2.470 18.698
H -13.896 -1.232 19.415
H -13.586 -1.748 15.234
H -12.640 -2.489 16.398
N -14.466 5.240 11.256
C -13.922 4.392 12.167
N -12.831 3.677 11.845
O -14.408 4.173 13.276
H -14.150 5.335 10.325
H -15.278 5.745 11.603
H -12.384 3.014 12.493
H -12.700 3.577 10.835
C -9.554 2.613 14.205
C -10.381 1.324 14.351
C -10.641 0.980 15.813
O -11.612 1.677 13.645
H -9.271 2.669 13.142
H -8.656 2.468 14.802
H -10.124 3.462 14.484
H -9.942 0.515 13.784
H -11.395 0.212 15.826
H -10.835 1.750 16.524
H -9.748 0.417 16.156
H -11.959 0.877 13.252
C -13.178 2.861 17.831
C -13.699 3.045 16.390
C -15.241 3.079 16.339
O -13.191 4.223 15.882
H -13.496 1.897 18.208
H -13.482 3.622 18.551
H -12.115 2.894 17.828
H -13.324 2.189 15.767
H -15.564 2.178 16.814
H -15.632 3.095 15.339
H -15.654 3.910 16.927
H -13.239 4.145 14.907
O -15.033 5.805 19.824
C -16.371 6.068 19.456
C -17.231 5.081 20.266
O -16.650 3.809 20.094
H -14.504 6.197 19.134
H -16.618 7.068 19.668
H -16.434 5.948 18.369
H -18.285 5.170 19.948
H -17.113 5.293 21.295
H -15.684 3.883 19.954
O -18.963 1.303 12.611
C -19.066 2.762 12.560
C -17.770 3.521 12.864
O -17.945 4.787 13.321
H -19.187 1.044 13.521
H -19.502 3.044 11.595
H -19.776 3.017 13.339
H -17.098 3.613 12.009
H -17.239 2.975 13.624
H -18.562 4.871 14.096
O -16.759 7.779 13.858
C -15.524 7.687 14.483
C -15.681 6.648 15.596
O -14.634 6.572 16.562
H -16.903 7.015 13.275
H -14.714 7.426 13.832
H -15.191 8.632 14.946
H -16.008 5.675 15.199
H -16.536 6.987 16.135
H -14.004 5.862 16.275
O -12.212 8.125 16.321
C -11.138 7.166 16.015
C -9.968 7.914 15.340
O -10.190 8.400 14.052
H -12.993 7.673 16.691
H -10.712 6.694 16.907
H -11.543 6.360 15.362
H -9.059 7.311 15.244
H -9.691 8.708 16.050
H -11.171 8.459 13.995
O -18.652 1.909 18.365
C -18.342 1.055 17.295
C -19.587 0.518 16.562
O -19.807 1.136 15.325
H -17.861 2.036 18.924
H -17.777 1.621 16.585
H -17.685 0.258 17.634
H -20.464 0.736 17.168
H -19.401 -0.543 16.430
H -20.476 1.839 15.409
O -21.423 3.279 16.189
C -20.619 3.863 17.241
C -19.317 4.332 16.684
O -19.576 5.209 15.581
H -22.319 3.396 16.526
H -21.130 4.789 17.505
H -20.524 3.159 18.099
H -18.731 3.480 16.295
H -18.773 4.839 17.425
H -20.504 5.166 15.325
O -13.541 -0.454 13.510
C -14.875 -0.196 14.134
C -15.772 0.478 13.136
O -16.157 -0.437 12.074
H -13.722 -0.982 12.718
H -15.316 -1.144 14.500
H -14.701 0.441 14.956
H -15.170 1.328 12.712
H -16.687 0.783 13.654
H -17.046 -0.255 11.745
*
```

Among the records above, which one has the highest max |F|?
C22H65AsBBrF4NO12S9

Which of these has the lowest energy?
C22H65AsBBrF4NO12S9

Among the records above, which one has the highest gap between HOMO and LUMO?
C22H64N2O9